Entry 1:
Entry from OMol25: a cluster of 2 separate species, ClH2O2PS in total at a distorted geometry (ωB97M-V/def2-TZVPD).

Last column: Löwdin charge in e.
Geometry (Å):
O (-1.629, -2.259, -0.177)  -0.401
O (0.407, 2.124, -0.883)  -0.119
P (-0.607, -1.602, 0.611)  -0.211
S (1.230, -1.306, 0.215)  0.289
Cl (-1.223, -0.983, 2.320)  0.404
H (0.750, 1.231, -0.791)  -0.054
H (1.073, 2.794, -1.294)  0.092

Summary:
Multiplicity: 1

Entry 2:
Entry from OMol25: an isolated molecule of ClH2OP at a distorted geometry (ωB97M-V/def2-TZVPD).

Last column: Löwdin charge in e.
Geometry (Å):
O (-0.796, -0.709, 0.034)  -0.982
P (0.785, -0.540, -0.143)  0.718
Cl (-2.075, 0.632, -0.063)  0.452
H (0.945, 0.028, 1.140)  -0.097
H (1.142, 0.590, -0.967)  -0.091

Summary:
Multiplicity: 1

Entry 3:
Entry from OMol25: a cluster of 18 separate species, ClH34O21 in total at a distorted geometry (ωB97M-V/def2-TZVPD).

Last column: Löwdin charge in e.
Geometry (Å):
Cl (-0.039, 0.022, -0.165)  0.893
O (-0.455, -0.026, -1.635)  -0.340
O (0.703, -1.202, 0.220)  -0.354
O (0.891, 1.193, 0.085)  -0.300
O (-1.295, 0.119, 0.589)  -0.363
O (0.668, 0.147, -4.114)  -0.062
H (0.538, -0.126, -3.194)  -0.026
H (1.026, 0.988, -3.910)  0.018
O (-0.495, -1.657, 2.991)  -0.064
H (-0.411, -0.688, 3.081)  0.021
H (0.380, -2.023, 3.235)  0.073
O (-3.306, -0.659, 2.574)  -0.033
H (-2.434, -0.854, 2.238)  -0.011
H (-3.859, -0.834, 1.804)  0.071
O (-3.846, 1.903, 1.832)  -0.021
H (-4.506, 2.183, 2.439)  0.052
H (-3.519, 1.070, 2.180)  -0.005
O (0.899, -3.576, -1.668)  -0.034
H (0.361, -3.503, -0.899)  0.005
H (1.654, -4.155, -1.373)  0.089
O (-2.059, 0.095, -4.008)  -0.052
H (-2.250, -0.750, -4.367)  0.014
H (-1.244, 0.006, -3.492)  -0.020
O (-3.445, 1.051, -1.308)  -0.040
H (-2.663, 0.866, -0.816)  -0.045
H (-3.497, 0.281, -1.852)  0.008
O (3.007, 1.024, -1.995)  -0.038
H (3.591, 0.819, -2.704)  0.046
H (2.405, 0.310, -1.795)  -0.003
O (3.713, 0.997, 0.596)  -0.077
H (3.446, 1.208, -0.278)  -0.059
H (3.061, 1.366, 1.240)  0.042
O (2.124, -1.438, -2.607)  -0.033
H (2.973, -1.728, -2.771)  0.021
H (1.760, -2.152, -2.087)  -0.018
O (-1.321, -2.905, 0.834)  -0.050
H (-1.047, -2.566, 1.685)  -0.039
H (-1.154, -2.221, 0.230)  -0.040
O (1.441, -3.969, 1.550)  -0.032
H (1.893, -3.139, 1.661)  -0.003
H (1.049, -4.046, 2.409)  0.025
O (1.988, 4.092, -0.813)  -0.058
H (1.557, 3.678, -1.520)  -0.016
H (1.544, 3.681, -0.055)  -0.025
O (0.563, 3.815, 1.463)  -0.062
H (-0.244, 3.344, 1.226)  -0.027
H (0.790, 3.547, 2.339)  0.029
O (3.138, -2.030, 0.352)  -0.082
H (2.203, -1.630, 0.382)  0.000
H (3.086, -2.904, -0.006)  -0.002
O (-0.729, 1.091, 3.023)  -0.022
H (-0.973, 1.162, 2.116)  -0.030
H (-1.343, 1.626, 3.524)  0.068
O (-1.846, 3.114, 0.673)  -0.086
H (-2.571, 2.714, 1.190)  -0.010
H (-1.917, 3.267, -0.315)  0.110

Summary:
Net charge: -1
Multiplicity: 1

Entry 4:
Entry from OMol25: a cluster of 2 separate species, ClH3N2S2 in total at a distorted geometry (ωB97M-V/def2-TZVPD).

Last column: Löwdin charge in e.
Geometry (Å):
N (1.044, -0.584, 0.410)  0.005
N (0.029, -0.270, 1.029)  -1.055
S (-1.474, -1.590, 0.711)  0.583
S (-0.316, 0.930, 1.974)  0.619
Cl (0.581, 2.590, -1.305)  0.268
H (0.989, -1.196, -0.393)  0.065
H (-2.354, -1.437, 1.737)  -0.175
H (0.365, 1.447, -0.717)  -0.311

Summary:
Multiplicity: 1

Entry 5:
Entry from OMol25: a cluster of 2 separate species, ClH3N2S2 in total at a distorted geometry (ωB97M-V/def2-TZVPD).

Last column: Löwdin charge in e.
Geometry (Å):
N (0.567, 0.955, 0.023)  -0.553
N (0.245, -0.171, 0.499)  -1.171
S (-1.176, -0.467, 1.557)  0.682
S (1.239, -1.397, 0.350)  0.562
Cl (-0.439, 2.232, 0.540)  0.553
H (0.366, 0.616, -1.873)  0.014
H (-1.051, -1.779, 1.223)  -0.140
H (0.251, 0.010, -2.319)  0.052

Summary:
Multiplicity: 1

Entry 6:
Entry from OMol25: an isolated molecule of ClH3O2SSi at a distorted geometry (ωB97M-V/def2-TZVPD).

Last column: Löwdin charge in e.
Geometry (Å):
O (0.061, 0.482, 0.011)  -0.670
O (-1.184, 2.011, -1.455)  -0.470
Si (0.172, -0.730, 1.215)  0.631
S (0.102, 1.410, -1.300)  0.574
Cl (0.163, -0.038, -2.851)  0.160
H (0.838, -0.232, 2.420)  -0.059
H (-1.064, -1.169, 1.461)  -0.105
H (0.910, -1.733, 0.498)  -0.061

Summary:
Multiplicity: 1

Entry 7:
Entry from OMol25: an isolated molecule of ClH3S at a distorted geometry (ωB97M-V/def2-TZVPD).

Last column: Löwdin charge in e.
Geometry (Å):
H (0.058, -1.162, -0.940)  -0.181
H (-1.482, -1.819, 0.051)  -0.210
H (1.308, -0.295, -0.274)  -0.193
S (-0.855, -0.645, -0.106)  0.308
Cl (0.811, 0.800, 0.168)  0.276

Summary:
Multiplicity: 1

Entry 8:
Entry from OMol25: an isolated molecule of ClH4N2OP at a distorted geometry (ωB97M-V/def2-TZVPD).

Last column: Löwdin charge in e.
Geometry (Å):
N (0.051, -1.064, -0.657)  -0.216
N (-0.538, 1.195, -0.109)  -0.562
O (0.427, -0.540, 1.682)  -0.333
P (0.917, 0.175, 0.300)  0.727
Cl (-0.511, 3.016, 0.438)  0.328
H (0.009, -0.921, -1.698)  0.052
H (0.433, -1.981, -0.384)  0.032
H (-0.453, 1.207, -1.085)  -0.058
H (-0.335, -1.086, 1.513)  0.030

Summary:
Multiplicity: 1

Entry 9:
Entry from OMol25: an isolated molecule of ClH4N2P at a distorted geometry (ωB97M-V/def2-TZVPD).

Last column: Löwdin charge in e.
Geometry (Å):
N (0.135, -1.174, 0.001)  -0.274
N (0.497, 1.442, -0.236)  -0.277
P (1.059, 0.224, 0.830)  0.402
Cl (2.759, -0.237, -0.209)  0.156
H (1.006, -1.775, 0.028)  -0.049
H (-0.514, -1.602, 0.729)  0.023
H (0.499, 2.378, 0.128)  0.012
H (-0.340, 1.176, -0.705)  0.007

Summary:
Multiplicity: 1

Entry 10:
Entry from OMol25: a cluster of 2 separate species, ClH4N2P in total at a distorted geometry (ωB97M-V/def2-TZVPD).

Last column: Löwdin charge in e.
Geometry (Å):
N (1.421, 0.699, 0.855)  -0.016
N (-1.102, -1.176, -0.831)  -0.383
P (-2.246, -0.353, -0.260)  0.319
Cl (-2.275, 1.373, -1.243)  0.128
H (2.195, 0.200, 1.397)  0.036
H (0.855, 0.000, 0.367)  -0.049
H (-0.736, -2.027, -0.452)  -0.033
H (1.888, 1.284, 0.168)  -0.003

Summary:
Multiplicity: 1

These records have relative energy (zero: lowest compared OMol25 entry of this formula, charge and spin) values of 161.63, 316.51, 100.20, 34.53, 164.89, 0.00, 263.51, 304.70, 13.62, 96.57 kJ/mol, in the order they appear.
These records have frontier orbital gap values of 9.765, 8.291, 9.575, 8.131, 8.242, 10.666, 8.936, 9.685, 10.274, 9.548 eV, in the order they appear.
These records have lowest unoccupied orbital energy values of -0.703, -1.534, 2.259, -1.236, -0.900, 0.196, 0.357, 0.154, 1.071, -0.307 eV, in the order they appear.